No. 1
The following is a quantum chemistry calculation of 5 unconnected molecules or ions with the total composition C3H14O4, from the OMol25 dataset.

```
21
Properties=species:S:1:pos:R:3:lowdin_charge:R:1
C -0.8050 2.0714 -0.4345 -0.119
C -1.2950 0.6782 -0.1798 -0.255
C -2.4153 0.1692 -0.7332 -0.005
H 0.1492 2.0754 -0.9777 0.075
H -1.4264 2.5942 -1.1715 0.073
H -0.7761 2.6248 0.5008 0.070
H -0.5660 -0.0954 0.0921 0.088
H -3.0837 -0.4986 -0.2039 0.056
H -2.6655 0.6107 -1.7011 0.061
H -0.8128 -1.6616 -3.7644 0.038
H -1.6218 -2.4139 -2.8933 0.032
O -1.7327 -1.9764 -3.7510 -0.074
H 2.0861 2.0544 1.6302 0.017
H 3.1336 0.9796 1.5368 0.037
O 2.7561 1.7194 1.0334 -0.058
H 2.5093 -2.8472 1.3313 0.041
H 2.1088 -1.4330 1.5106 0.011
O 1.8705 -2.2125 0.9697 -0.074
H 0.0750 0.6159 3.1374 0.054
H 0.4531 0.2666 1.7555 -0.007
O 0.5514 -0.0786 2.6558 -0.063
```

SMILES string: C=CC.O.O.O.O
Spin multiplicity: 1
Gap between HOMO and LUMO, eV: 9.19



No. 2
The following is a quantum chemistry calculation of 5 unconnected molecules or ions with the total composition C3H14O5, from the OMol25 dataset.

```
22
Properties=species:S:1:pos:R:3:lowdin_charge:R:1
C -1.9854 -1.1290 -0.1787 0.026
C -1.2760 -1.1223 0.9320 -0.385
O -1.7251 0.0133 1.7233 -0.040
C -0.0795 -1.7254 1.5335 -0.034
H -1.7500 -1.7998 -1.0101 0.049
H -2.8188 -0.5331 -0.5250 0.067
H -1.2319 -0.0146 2.5470 0.067
H 0.8692 -1.4336 0.9989 0.102
H 0.0458 -1.6160 2.5989 0.086
H -0.0924 -2.7411 1.1531 0.086
H 1.7614 0.7179 -0.2031 -0.013
H 1.2843 0.0107 -1.6231 -0.019
O 1.6832 0.7628 -1.1664 -0.077
H -0.9901 3.2784 -1.1077 0.042
H 0.5419 2.9153 -1.1903 0.018
O -0.1297 3.4009 -0.6900 -0.062
H -0.1472 -1.1581 -2.2967 0.036
H 0.9132 -1.3698 -3.2031 0.067
O 0.7107 -1.6175 -2.2855 -0.057
H 2.1830 1.9389 1.6221 0.065
H 0.8113 1.8558 0.8996 0.029
O 1.4222 1.3663 1.4713 -0.053
```

SMILES string: C=C(C)O.O.O.O.O
Spin multiplicity: 1
Gap between HOMO and LUMO, eV: 9.31



No. 3
The following is a quantum chemistry calculation of a molecular structure, C3H14Si4, from the OMol25 dataset.

```
21
Properties=species:S:1:pos:R:3:lowdin_charge:R:1
C -1.0328 -2.1464 -0.4300 -0.230
C -2.4426 -0.2091 -0.4350 -0.169
C -1.0954 -0.7786 -0.0118 -0.637
Si 2.0882 1.8546 1.5292 0.209
Si 2.8956 -0.0713 0.4684 0.387
Si 0.4317 2.3009 -0.0183 0.273
Si 0.3954 0.1851 -0.8800 0.518
H -1.0362 -2.2588 -1.5122 0.069
H -0.0171 -2.4180 -0.0748 0.074
H -1.7374 -2.8247 -0.0110 0.076
H -2.4935 -0.1256 -1.4733 0.042
H -2.6805 0.7941 -0.0393 0.070
H -3.2932 -0.8439 -0.2582 0.073
H -1.2815 -0.8036 1.0955 0.124
H 1.4032 1.3526 2.6264 -0.166
H 3.2231 2.6485 2.2208 -0.098
H 3.6826 0.6249 -0.5978 -0.144
H 3.7881 -1.1089 0.7987 -0.182
H -0.8633 2.7372 0.4849 -0.109
H 0.6279 3.3918 -0.9746 -0.125
H 0.5320 -0.6866 -2.0760 -0.055
```

Spin multiplicity: 1
Gap between HOMO and LUMO, eV: 8.07



No. 4
The following is a quantum chemistry calculation of 4 unconnected molecules or ions with the total composition C3H15N2O2, from the OMol25 dataset.

```
22
Properties=species:S:1:pos:R:3:lowdin_charge:R:1
C 0.1387 1.9058 0.4506 -0.102
N -0.8718 1.5416 -0.5091 0.367
C 1.5255 1.4538 -0.0310 -0.064
N 1.5725 0.0035 -0.2981 0.136
C 2.1011 -0.9501 0.6317 0.003
H 0.1505 2.9883 0.5858 0.169
H -0.1464 1.5322 1.4271 0.148
H -0.9207 1.9222 -1.4608 0.193
H -1.3807 0.6635 -0.3749 0.129
H 1.7349 1.8633 -1.0245 0.161
H 2.3700 1.6962 0.6064 0.157
H 0.7063 -0.4119 -0.7255 0.102
H -4.4394 -1.3271 -0.4613 0.019
H 2.4549 -1.7845 0.0313 0.138
H 2.9810 -0.6560 1.2160 0.130
H 1.3470 -1.2837 1.3481 0.110
H -0.9981 -1.6842 -0.5632 -0.012
H -0.9855 -1.8169 -2.1854 0.097
O -0.7923 -1.2652 -1.4222 -0.068
H -4.4006 -0.9303 0.1729 0.007
H -1.4066 -1.9267 1.5968 0.113
O -0.7404 -1.5338 0.9892 0.069
```

Charge: +2
Spin multiplicity: 2
Gap between HOMO and LUMO (alpha / beta), eV: 8.66 / 7.36



No. 5
The following is a quantum chemistry calculation of 3 unconnected molecules or ions with the total composition C3H15N2O2S, from the OMol25 dataset.

```
23
Properties=species:S:1:pos:R:3:lowdin_charge:R:1
N 0.3971 0.4111 0.8476 0.175
C -0.5561 0.3329 -0.3793 -0.270
C 0.3520 -0.4449 -1.3894 -0.543
S -0.5790 -0.7758 -2.9161 0.759
C -1.9319 -0.5861 0.0691 -0.204
N -1.4669 -1.3988 1.1202 -0.003
H 0.9719 -0.3709 1.1014 0.068
H 1.0018 1.1831 0.5726 0.136
H -0.1183 0.6214 1.6428 0.122
H -0.9268 1.3048 -0.7141 0.111
H 1.4213 -0.0526 -1.4498 0.100
H 0.5084 -1.5817 -1.1915 0.085
H -0.3819 -2.0784 -2.9604 -0.141
H -2.3777 -1.0311 -0.8289 0.079
H -2.7120 0.2306 0.4557 0.156
H -1.0385 -2.2836 0.8163 0.110
H -1.9455 -1.4367 1.9580 0.058
H 3.0367 -1.1082 2.3752 0.224
H 3.2398 -1.0769 0.6204 0.022
O 2.6457 -0.8994 1.3187 -0.116
H 0.2979 3.9993 -1.0001 0.004
H -0.0723 3.7539 0.3739 0.088
O 0.2343 3.2881 -0.4423 -0.020
```

Charge: +1
Spin multiplicity: 1
Gap between HOMO and LUMO, eV: 9.36



No. 6
The following is a quantum chemistry calculation of 4 unconnected molecules or ions with the total composition C3H15NO3, from the OMol25 dataset.

```
22
Properties=species:S:1:pos:R:3:lowdin_charge:R:1
C -0.9396 0.0051 1.2994 -0.318
C -0.1206 0.4704 2.5457 -0.287
C 0.9099 1.6120 2.3056 -0.171
N -0.0655 -0.4757 0.1459 -0.037
H -1.4876 -0.8683 1.6185 0.074
H -1.5694 0.8126 0.7977 0.090
H -0.9227 0.6625 3.2755 0.078
H 0.4101 -0.4459 3.0560 0.116
H 0.3937 2.4613 2.7634 0.048
H 1.9010 1.2612 2.6452 0.061
H 0.9237 1.9590 1.2467 0.040
H 0.3058 -1.3967 0.4029 0.035
H -0.6063 -0.7109 -0.6791 0.018
H -1.9518 0.0709 -3.4833 0.001
H -0.6075 -0.2955 -3.7107 -0.011
O -1.4143 -0.7500 -3.3682 -0.210
H 0.8328 2.2813 -2.5530 -0.001
H -0.0876 1.1534 -1.7067 -0.064
O 0.1923 1.4568 -2.5806 -0.376
H 1.2684 -2.3506 -0.9696 0.000
H 1.4786 -3.6177 -1.9398 0.012
O 1.1564 -3.2954 -1.1117 -0.098
```

Charge: -1
Spin multiplicity: 2
Gap between HOMO and LUMO (alpha / beta), eV: 2.76 / 9.74



The calculation returns the following energy above the lowest of the compared OMol25 structures with the same formula, charge and spin values, one per record and in order: 280.7; 170.0; 0.0; 523.2; 233.0; 128.1 kJ/mol.